76
Properties=species:S:1:pos:R:3 method="wB97M-V/def2-TZVPD" total_charge=0 e_above_lowest_kj_mol=278.7 gap_ev=5.9
S -0.3851 3.0827 -0.0404
S -3.2102 1.5340 -0.9064
Na -0.4530 0.3500 0.4282
O -2.3899 0.4042 -0.3179
N 1.5221 4.9316 -0.2145
N -1.6122 -2.5200 0.5932
N 2.1373 1.6162 0.1009
N 1.9633 -3.3378 0.1866
N -0.8323 -4.4693 -0.0870
N 2.3911 2.8266 -0.0062
N 2.7865 5.3260 0.0934
N 0.9859 -1.6112 1.2930
C 1.2512 3.6487 -0.0523
C -4.4797 1.8879 1.5623
C 3.5993 5.0229 1.2010
C -3.7328 2.6052 0.4748
C -5.5780 0.4195 -3.5878
C 5.5332 -0.0384 0.4000
C 4.8850 5.5604 1.1994
C 3.8947 -1.7592 -0.3362
C 5.2625 -1.3126 0.1048
C 0.8209 -2.7173 0.6731
C 5.3242 4.6324 3.3786
C -6.5448 1.4189 2.7309
C -4.5163 0.3236 3.4040
C 3.1406 -2.6235 0.7098
C -4.7300 -1.3866 -4.9313
C 4.0308 4.1202 3.3899
C 3.1692 4.3047 2.3200
C 2.4193 -1.3445 1.2152
C -5.8466 2.0880 1.7344
C -5.8805 0.5303 3.5659
C -5.5433 -0.2710 -4.7928
C 2.8414 -0.6474 -0.1047
C -3.9570 -1.8112 -3.8573
C -0.5341 -3.2370 0.4096
C -4.8071 0.0021 -2.5090
C 4.5380 1.0484 0.3463
C 3.2674 0.7652 0.0637
C -2.1980 -4.5351 -0.2145
C -3.9956 -1.1244 -2.6529
C -3.8199 1.0025 2.4140
C 5.7390 5.3618 2.2750
C -2.6590 -3.3219 0.2093
C -4.8211 0.7711 -1.2118
H -3.9892 -0.3639 4.0543
H 6.5463 0.2268 0.6822
H -6.4216 0.0084 4.3452
H 5.9904 4.4706 4.2167
H -2.7565 0.8473 2.2998
H -5.5614 1.5729 -1.2248
H -7.6062 1.5941 2.8562
H 4.8293 2.0669 0.5743
H 3.0424 6.1647 -0.3962
H -6.3691 2.7838 1.0855
H 3.6792 3.5656 4.2519
H -4.6956 -1.9209 -5.8723
H 3.7373 -3.2387 1.3847
H -3.3859 -1.4503 -1.8177
H 3.9339 -2.1957 -1.3377
H 5.2185 6.1329 0.3400
H 2.1654 3.9074 2.3657
H -6.1500 0.0662 -5.6238
H -0.1897 -5.2093 -0.3067
H 6.0517 -2.0577 0.1382
H -4.3317 3.3861 0.0000
H -4.9939 0.1233 -0.3502
H -6.2139 1.2924 -3.4847
H 2.8084 -0.8666 2.1101
H -2.8008 3.0551 0.8228
H -3.6802 -2.9774 0.2583
H -3.3194 -2.6814 -3.9582
H 6.7367 5.7831 2.2450
H 2.0200 -0.7058 -0.8189
H -2.6999 -5.4142 -0.5826
H 1.9997 -4.3332 0.0494


146
Properties=species:S:1:pos:R:3 method="wB97M-V/def2-TZVPD" total_charge=+1 gap_ev=9.0
S -2.9033 -0.2866 -0.5832
S -0.9737 1.5521 0.2389
F -6.7827 -0.8325 4.0472
F -1.5755 0.7972 -2.6963
F -1.6640 -1.3847 -2.7366
F -3.4212 -0.2133 -3.0230
O -3.5778 -6.1353 1.1540
O 7.4694 -1.1134 1.9551
O -2.1160 3.8449 5.3883
O 0.0907 4.7037 2.9944
O -8.2023 6.3784 3.2442
O 5.8905 1.4127 1.7384
O 7.6807 0.3515 -8.2718
O 8.9961 2.5218 -9.7822
O -3.7096 0.9247 -0.5598
O 0.5090 -0.4445 -1.5592
O 2.8847 -3.0555 -7.2287
O 5.9498 -2.7759 -1.6744
O 1.9306 -1.2246 -3.1441
O 3.6317 1.4266 -3.5385
O -3.7801 -1.4367 -0.5027
O 0.3392 -2.5442 -8.2837
O 2.7903 -3.7977 -3.0024
O -4.6420 7.2558 -0.8640
O 6.2135 -1.5660 4.8932
O 0.7745 -1.1454 -5.8081
O 0.1540 3.9564 -3.2781
O 6.2512 0.9353 -1.5110
O -4.8459 -3.6421 3.0288
O 5.4729 -2.1041 -8.8141
O -1.9640 -3.1670 0.3488
O -6.0229 4.9125 -0.0554
N 2.3540 -1.4699 2.9894
N -1.1980 -3.3013 4.5335
N -5.8942 3.9733 2.0411
N 0.1262 -1.4427 2.0443
C -0.5629 -0.9216 4.2597
C 2.6377 1.3459 3.0149
C 3.3313 -1.4418 -3.3433
C 0.0675 -3.3699 -1.1334
C -2.1537 -0.2138 2.2910
C -2.0699 1.0662 3.1575
C -0.3112 -0.3616 5.2977
C -7.4488 3.0323 0.3068
C 0.5676 -2.8194 2.0168
C -3.0435 2.2671 3.0435
C 3.6801 0.5301 3.5291
C -1.1701 -1.3066 2.8998
C -4.4074 -0.6768 3.6579
C 0.8606 -0.6537 -0.2132
C 1.6506 -0.1120 -2.3244
C -4.4340 4.1363 2.1197
C -3.6383 2.8205 1.7417
C -5.7941 0.0270 3.6135
C 1.5019 0.6772 2.5313
C -6.3812 4.0642 0.7269
C 3.6065 -2.8887 -3.7591
C -2.2690 -0.2718 -2.3355
C -0.3251 -1.1052 0.6244
C 0.7962 -3.9699 2.2615
C 3.4316 -0.8574 3.4517
C -3.6506 -0.6318 2.3159
C -1.8533 -2.6688 3.3593
C 1.3691 -0.7158 2.5382
C -1.5965 -0.1478 0.7679
B -0.7808 -2.5539 -0.0545
H -7.5740 5.6821 3.0221
H 4.6609 -3.0737 -3.5106
H 1.9180 -3.1270 -7.1643
H 1.2287 -4.9329 2.4561
H -7.1829 2.6612 -0.6842
H 1.6612 -1.4135 -0.1098
H 5.4428 1.2181 -1.0692
H 3.8434 -1.3001 -2.3773
H -2.5304 3.1036 3.5482
H -0.4032 4.5970 3.8153
H 6.1313 -0.9650 5.6419
H -4.1753 -4.2010 2.6202
H -2.3788 -3.5342 -0.4438
H -3.0214 -5.3995 0.8724
H -2.1518 0.7997 4.2151
H -3.1139 -6.9149 0.8310
H 5.0164 -2.7173 -8.2254
H 6.0566 0.0384 -1.8082
H 6.7310 -2.5408 -1.1597
H -0.0434 -1.5550 -6.1029
H -3.9476 7.4301 -0.2230
H 9.7441 2.7429 -9.2207
H 2.5048 0.2188 -1.7236
H -4.1294 4.9787 1.4937
H -0.0761 3.0820 -3.6077
H -8.4103 3.5547 0.3116
H -0.0415 -0.0199 6.2763
H 0.4485 -1.7083 -8.7509
H -1.2765 3.3847 5.5082
H 3.0195 -2.2150 -7.6765
H -2.9565 3.1284 0.9525
H -6.2029 3.1030 2.4565
H 1.3361 0.7137 -2.9794
H -0.6150 -2.6433 -8.1964
H -3.6880 -1.6523 1.9042
H 1.1157 -3.4470 -0.8110
H 3.4266 -3.0460 -4.8309
H -7.9214 7.1299 2.7125
H -1.0368 1.4503 3.1081
H 3.0797 1.8368 -4.2146
H -1.0801 -4.2876 4.3208
H 8.2332 -0.8647 2.4856
H -0.8337 2.3155 1.3419
H 1.3400 0.2777 0.1190
H 4.2297 -1.4985 3.8322
H 0.0570 -2.9112 -2.1282
H 4.5904 0.9691 3.9161
H -4.4291 2.1505 1.3841
H -4.6540 -1.7317 3.8587
H 5.4958 -3.4291 -1.1313
H -1.8395 -3.2922 5.3193
H 7.4885 0.5794 -7.3570
H -5.2121 6.5973 -0.4355
H -5.7814 0.8849 4.3019
H 0.6089 -0.8985 -4.8909
H -0.2963 -4.3997 -1.2381
H 3.7261 -0.7869 -4.1213
H 0.7180 1.3101 2.1288
H 8.5170 1.8388 -9.2892
H -6.0419 0.4065 2.6126
H -1.8668 -3.4352 2.5829
H -2.1808 4.4128 6.1664
H -5.6750 -3.9588 2.6531
H -3.9022 2.0811 3.7099
H 2.6973 2.4291 2.9874
H 4.3613 2.0483 -3.4283
H 3.2436 -4.6450 -2.9982
H -4.1998 4.3995 3.1627
H 7.0284 -1.7935 2.4734
H -7.4561 2.2060 1.0275
H 7.0860 -1.9579 5.0096
H -0.6664 4.2883 -2.8985
H -2.8839 -2.4917 3.6690
H 6.8562 -0.0311 -8.5980
H 6.2512 -2.5917 -9.1030
H 6.6235 1.9111 1.3618
H -3.9026 -0.3136 4.5583
H -0.5190 5.1726 2.4145
H -4.2488 -0.0427 1.6125
H 6.1830 0.4932 1.6665


46
Properties=species:S:1:pos:R:3 method="wB97M-V/def2-TZVPD" total_charge=+1 e_above_lowest_kj_mol=598.6 gap_ev=10.4
O -1.3201 -2.6423 1.0788
O 1.2345 -1.3312 1.7775
O 1.0618 1.3738 2.0130
O 1.0893 0.6187 -3.5523
O -0.1715 -0.6630 3.9111
O -2.3816 3.9969 -0.0866
O -2.0490 1.5969 3.3024
O -1.5792 1.0306 -3.1078
O 2.9981 0.3074 -1.6256
O -0.2840 3.4011 2.8662
O -1.1535 1.6940 0.4808
O 0.7995 -3.7779 -0.7619
O -1.5217 -3.1268 -1.6200
O 1.6472 -3.1402 -3.0952
O 0.7361 0.3541 -0.0881
H 1.9271 -2.4745 -3.7695
H -0.5929 0.8581 0.5212
H 1.3112 -4.4401 -0.5505
H 1.4622 -3.0883 -0.7682
H 0.0862 2.9284 2.2012
H -2.0653 0.3092 -2.9412
H 1.6060 -1.3952 2.7266
H -1.2914 1.8869 3.7860
H 1.4485 -0.0836 -3.9798
H 1.2113 1.0730 -0.6103
H -1.6938 4.2845 -0.6342
H -0.9253 -3.0323 0.2023
H 1.1756 0.5206 1.5843
H -2.8363 1.5404 3.9721
H 3.9285 0.1986 -1.8165
H -1.1886 2.1997 1.4000
H -1.2808 -2.2516 -1.8780
H -0.9451 -1.0407 3.5967
H -1.4185 -3.6239 1.4221
H -1.0426 -3.7492 -2.1839
H 3.1296 0.9363 -2.4110
H 1.7984 1.8005 1.8635
H 0.8302 1.3894 -4.0539
H 1.0386 -2.8163 -2.4486
H -0.6858 4.2366 2.4402
H 0.4875 -1.9157 1.6534
H -3.0738 4.1001 -0.7293
H -0.7995 0.5795 -3.5600
H -1.9645 1.8715 -0.1371
H 1.1522 -0.4762 0.3114
H 0.1050 -0.0178 3.2987


16
Properties=species:S:1:pos:R:3 method="wB97M-V/def2-TZVPD" total_charge=0 e_above_lowest_kj_mol=45.9 smiles=NC[C@@H](N)CS gap_ev=10.0
S -0.1738 0.5475 2.9526
N -1.5684 0.5127 -0.0279
N 0.2630 0.1421 -2.3622
C 0.3740 -0.2670 1.4255
C 0.5529 -0.4464 -1.0430
C -0.0882 0.3457 0.1111
H 0.3229 1.3588 0.0693
H 0.2893 -0.6155 -3.0149
H 0.2727 -1.5056 -0.9986
H -1.9981 0.1939 0.8277
H -1.8469 -0.0358 -0.8161
H 1.4492 -0.0981 1.4593
H 1.0169 1.1335 3.2398
H -0.6918 0.4615 -2.4121
H 1.6223 -0.3835 -0.8246
H 0.2040 -1.3438 1.4143